Record 1
{"formula": "C37H27N5RuS3", "method": "ωB97M-V with the def2-TZVPD basis set", "de_lowest_ev": 0.0000, "total_charge": 1, "multiplicity": 2, "total_energy_ev": -81343.128, "fmax_ev_per_a": 1.2, "symbols": ["Ru", "S", "C", "C", "C", "C", "C", "C", "N", "C", "C", "C", "C", "C", "C", "C", "C", "N", "C", "C", "C", "C", "C", "S", "C", "H", "H", "H", "H", "H", "H", "H", "H", "H", "H", "H", "H", "N", "C", "C", "C", "C", "C", "C", "C", "C", "C", "C", "C", "C", "H", "H", "H", "H", "H", "H", "H", "H", "H", "H", "C", "C", "C", "C", "N", "C", "S", "N", "H", "H", "H", "H", "H"], "coordinates": [[0.135, 0.191, -0.625], [-3.559, 0.734, 3.829], [-4.322, 0.643, 5.350], [-3.436, 0.367, 6.344], [-2.108, 0.226, 5.855], [-2.017, 0.396, 4.505], [-0.802, 0.341, 3.670], [-0.915, 0.349, 2.265], [0.123, 0.344, 1.454], [1.357, 0.282, 2.002], [1.585, 0.247, 3.370], [2.943, 0.155, 3.846], [3.977, 0.072, 2.983], [3.753, 0.079, 1.559], [4.776, -0.036, 0.605], [4.486, 0.003, -0.741], [3.137, 0.142, -1.108], [2.150, 0.226, -0.230], [2.453, 0.196, 1.088], [5.519, -0.096, -1.792], [5.352, -0.006, -3.144], [6.569, -0.142, -3.866], [7.632, -0.334, -3.040], [7.168, -0.349, -1.401], [0.460, 0.290, 4.211], [-5.386, 0.801, 5.432], [-3.713, 0.268, 7.383], [-1.266, -0.012, 6.489], [-1.886, 0.356, 1.795], [3.115, 0.149, 4.914], [4.994, 0.002, 3.347], [5.798, -0.153, 0.947], [2.851, 0.220, -2.147], [4.400, 0.165, -3.627], [6.646, -0.098, -4.942], [8.668, -0.468, -3.309], [0.604, 0.281, 5.285], [0.128, -0.256, -2.696], [-1.245, -0.567, -3.031], [-1.928, 0.207, -3.952], [-3.256, -0.080, -4.233], [-3.876, -1.147, -3.599], [-3.176, -1.909, -2.675], [-1.847, -1.630, -2.361], [-1.110, -2.420, -1.331], [-1.345, -3.792, -1.244], [-0.724, -4.569, -0.280], [0.148, -3.976, 0.620], [0.385, -2.610, 0.544], [-0.224, -1.800, -0.421], [0.448, 0.550, -3.224], [0.725, -1.057, -2.884], [-1.425, 1.033, -4.442], [-3.798, 0.525, -4.947], [-4.909, -1.385, -3.818], [-3.676, -2.720, -2.161], [-2.008, -4.265, -1.959], [-0.919, -5.633, -0.238], [0.641, -4.574, 1.376], [1.074, -2.171, 1.256], [-4.151, 4.595, -1.336], [-3.249, 3.423, -1.110], [-3.753, 2.225, -0.574], [-2.874, 1.191, -0.414], [-1.581, 1.336, -0.738], [-1.157, 2.526, -1.222], [0.546, 2.557, -1.506], [-1.969, 3.565, -1.431], [-4.477, 5.001, -0.376], [-5.045, 4.294, -1.883], [-3.625, 5.370, -1.885], [-4.797, 2.114, -0.317], [-3.193, 0.216, -0.062]], "forces_ev_per_angstrom": [[0.253, 0.813, -0.044], [-0.135, 0.062, -0.130], [-0.075, -0.002, 0.028], [0.170, -0.010, -0.022], [-0.132, -0.072, 0.252], [0.387, -0.010, -0.234], [-0.504, 0.026, -0.036], [0.091, 0.076, 0.060], [-0.084, 0.021, 0.013], [0.382, -0.018, -0.436], [-0.138, -0.003, 0.416], [-0.050, 0.012, -0.048], [-0.055, -0.003, -0.086], [0.443, -0.012, 0.000], [0.027, 0.013, 0.351], [0.156, 0.044, -0.481], [-0.116, 0.173, 0.104], [0.564, -1.012, -0.159], [-0.462, 0.173, 0.282], [-0.372, 0.038, 0.349], [0.072, 0.018, -0.291], [-0.193, 0.024, 0.059], [0.082, -0.013, -0.013], [0.192, -0.046, 0.116], [0.407, 0.002, 0.068], [0.032, -0.007, -0.004], [0.007, -0.005, -0.020], [-0.029, 0.024, -0.009], [-0.066, 0.009, -0.006], [-0.011, -0.006, -0.010], [-0.008, -0.013, -0.017], [-0.012, 0.031, -0.020], [-0.001, -0.108, -0.011], [0.039, -0.006, -0.004], [-0.008, 0.001, 0.021], [-0.029, 0.005, 0.012], [-0.010, 0.018, -0.030], [-0.217, 0.050, -0.025], [0.178, -0.098, -0.116], [-0.014, 0.005, 0.010], [-0.029, 0.002, 0.007], [0.023, 0.027, -0.015], [-0.040, 0.019, 0.042], [-0.050, -0.097, 0.096], [-0.018, 0.024, -0.024], [-0.017, -0.041, -0.067], [0.005, 0.002, 0.016], [-0.023, 0.026, -0.020], [-0.011, 0.003, -0.077], [-0.084, -0.122, 0.157], [0.042, 0.028, -0.056], [0.015, -0.027, -0.045], [-0.005, -0.013, -0.003], [0.012, -0.020, 0.009], [0.008, 0.014, 0.008], [0.004, 0.000, -0.008], [-0.002, 0.008, 0.009], [0.015, 0.013, -0.003], [0.001, 0.018, -0.005], [0.011, -0.009, 0.026], [0.022, -0.009, 0.000], [-0.051, 0.048, -0.013], [0.013, 0.081, -0.038], [0.008, -0.132, -0.156], [-0.422, -0.080, -0.050], [-0.091, 0.184, -0.047], [-0.246, 0.028, 0.293], [0.056, -0.171, 0.076], [0.004, -0.006, -0.004], [0.003, 0.003, 0.003], [-0.004, -0.001, -0.005], [0.011, 0.017, -0.022], [0.078, -0.016, 0.025]], "lowdin_spin": [0.8359, 0.0000, 0.0004, 0.0000, 0.0004, -0.0001, 0.0006, -0.0024, -0.0042, -0.0008, 0.0002, -0.0014, 0.0008, -0.0002, 0.0070, 0.0005, 0.0092, 0.0149, 0.0042, 0.0003, -0.0008, 0.0000, -0.0007, 0.0001, -0.0017, 0.0000, 0.0000, 0.0000, 0.0001, -0.0001, 0.0001, 0.0003, 0.0006, 0.0000, 0.0000, 0.0000, -0.0001, -0.0022, 0.0046, 0.0016, 0.0013, 0.0014, 0.0015, 0.0060, 0.0290, -0.0042, 0.0339, -0.0052, 0.0276, -0.0079, -0.0002, 0.0009, 0.0001, 0.0000, 0.0001, -0.0001, -0.0007, 0.0019, -0.0011, 0.0015, 0.0008, 0.0048, 0.0023, 0.0103, 0.0262, 0.0059, -0.0030, -0.0016, 0.0004, 0.0001, 0.0000, 0.0003, 0.0005]}



Record 2
{"formula": "C11H23FN5O2", "method": "ωB97M-V with the def2-TZVPD basis set", "total_charge": 1, "multiplicity": 1, "smiles": "C[C@H](F)CN/C(NCCC(N)=O)=[NH+]/CC(=O)N(C)C", "total_energy_ev": -26035.814, "fmax_ev_per_a": 3.2, "symbols": ["C", "C", "F", "C", "N", "C", "N", "C", "C", "C", "N", "O", "N", "C", "C", "O", "N", "C", "C", "H", "H", "H", "H", "H", "H", "H", "H", "H", "H", "H", "H", "H", "H", "H", "H", "H", "H", "H", "H", "H", "H", "H"], "coordinates": [[-2.425, -3.180, 0.890], [-1.177, -3.023, 1.757], [-1.629, -3.091, 3.059], [-0.570, -1.617, 1.613], [0.789, -1.616, 0.940], [0.996, -0.455, 0.267], [1.253, -0.424, -1.088], [0.033, -0.539, -1.934], [-0.345, -1.992, -2.236], [-1.647, -2.028, -3.030], [-1.882, -3.268, -3.686], [-2.385, -1.123, -3.043], [0.952, 0.652, 0.921], [1.116, 1.986, 0.355], [2.408, 2.612, 0.911], [3.382, 2.627, 0.268], [2.259, 3.149, 2.214], [3.522, 3.023, 2.963], [1.844, 4.591, 2.053], [-3.140, -3.825, 1.392], [-2.194, -3.627, -0.079], [-2.934, -2.231, 0.729], [-0.461, -3.828, 1.598], [-0.441, -1.188, 2.603], [-1.240, -0.993, 1.025], [0.896, -2.392, 0.299], [1.990, -1.068, -1.356], [-0.791, -0.099, -1.370], [0.192, 0.034, -2.841], [-0.555, -2.562, -1.333], [0.441, -2.455, -2.832], [-2.834, -3.572, -3.520], [-1.674, -3.205, -4.675], [0.792, 0.615, 1.923], [1.106, 2.010, -0.725], [0.281, 2.590, 0.716], [4.400, 3.350, 2.404], [3.630, 1.975, 3.240], [3.463, 3.578, 3.894], [2.514, 5.263, 2.575], [1.797, 4.820, 0.988], [0.824, 4.686, 2.420]], "forces_ev_per_angstrom": [[0.142, -0.204, -0.273], [-0.961, 0.643, -0.192], [0.222, -0.176, 0.591], [0.923, -0.426, 0.167], [-1.101, 0.009, -0.396], [0.804, -0.837, -0.297], [0.359, 0.138, -0.413], [-0.067, -0.574, 0.775], [-0.041, 0.884, -0.802], [1.931, -2.271, -0.199], [0.224, -0.332, 0.517], [-2.085, 2.450, 0.263], [-0.315, 0.965, 0.234], [-0.378, 0.955, 0.534], [-2.361, 0.016, 1.032], [2.571, -0.350, -1.466], [0.610, 0.414, 0.160], [-0.055, -0.252, 0.238], [-1.034, -0.995, -0.314], [0.116, -0.229, 0.033], [-0.011, 0.042, -0.035], [0.063, 0.077, 0.000], [0.159, 0.033, 0.052], [-0.163, -0.101, 0.111], [-0.042, 0.104, 0.069], [-0.040, -0.129, 0.156], [-0.062, -0.010, -0.022], [0.014, 0.302, -0.212], [-0.054, 0.041, -0.081], [0.234, -0.209, 0.065], [-0.002, -0.352, 0.188], [-0.118, 0.198, -0.481], [-0.075, -0.172, 0.009], [0.017, 0.045, -0.060], [0.178, -0.462, -0.081], [-0.074, -0.053, -0.017], [-0.053, 0.041, -0.042], [0.225, -0.028, -0.067], [-0.163, 0.118, -0.035], [0.124, -0.016, -0.032], [0.265, 0.427, 0.053], [0.073, 0.277, 0.270]], "lowdin_charge": [-0.0206, -0.3506, -0.0063, -0.0806, 0.1172, -0.3693, 0.0586, -0.1454, -0.0964, -0.5339, 0.1146, 0.1514, 0.1736, -0.0289, -0.4923, 0.1790, -0.1666, -0.0681, -0.0231, 0.0930, 0.0759, 0.0855, 0.1496, 0.1268, 0.1150, 0.1289, 0.1517, 0.1248, 0.1339, 0.0934, 0.1284, 0.0949, 0.1013, 0.1777, 0.1307, 0.1364, 0.0929, 0.0871, 0.0906, 0.0931, 0.0917, 0.0841]}



Question: Number 1 is which compound?
Answer: C37H27N5RuS3